Entry 1:
{
  "formula": "C3H5O4Sm",
  "method": "ωB97M-V/def2-TZVPD",
  "species": ["Sm", "O", "O", "O", "O", "C", "C", "C", "H", "H", "H", "H", "H"],
  "positions_angstrom": [[2.989, 0.662, -0.212], [-0.251, -2.017, 0.818], [0.817, 0.633, 0.650], [-0.502, -0.594, -0.948], [1.419, -1.635, -0.670], [-0.363, 1.350, 0.419], [0.229, -1.299, -0.047], [-1.307, 0.415, -0.337], [-0.217, 2.274, -0.167], [1.886, -2.278, -0.122], [-1.985, -0.078, 0.373], [-1.868, 0.928, -1.126], [-0.847, 1.638, 1.369]],
  "lowdin_spin": [6.84, 0.00, 0.05, 0.01, 0.06, 0.01, 0.01, 0.00, 0.00, 0.01, 0.00, 0.00, 0.00],
  "gap_ha": [0.196, 0.338],
  "homo_ev": [-5.410, -9.383],
  "spin_multiplicity": 8,
  "de_lowest_kcal_mol": 4.91
}

=====

Entry 2:
{
  "formula": "C23H44FIO9P",
  "method": "ωB97M-V/def2-TZVPD",
  "species": ["I", "P", "F", "O", "O", "O", "O", "O", "O", "O", "O", "O", "C", "C", "C", "C", "C", "C", "C", "C", "C", "C", "C", "C", "C", "C", "C", "C", "C", "C", "C", "C", "C", "C", "C", "H", "H", "H", "H", "H", "H", "H", "H", "H", "H", "H", "H", "H", "H", "H", "H", "H", "H", "H", "H", "H", "H", "H", "H", "H", "H", "H", "H", "H", "H", "H", "H", "H", "H", "H", "H", "H", "H", "H", "H", "H", "H", "H", "H"],
  "positions_angstrom": [[-2.286, -1.568, 1.309], [-2.378, 0.258, -0.423], [-2.225, 1.466, 0.821], [5.684, 0.053, -1.398], [-6.164, 1.765, -0.745], [2.047, -1.876, 0.567], [3.042, -2.854, 2.297], [-6.045, -5.927, 0.195], [-0.563, 8.083, -0.083], [7.189, 1.288, -2.466], [0.816, 6.435, -0.640], [-5.630, -4.033, -0.890], [3.160, 5.878, -0.300], [1.599, 8.759, -0.758], [-1.924, 3.027, -1.413], [-0.496, 0.070, -0.589], [-5.240, -7.041, 2.202], [-4.962, 1.633, 0.119], [-4.284, 0.219, -0.266], [3.401, -2.917, 3.685], [5.381, 0.525, -3.787], [-3.725, -5.153, -0.052], [0.498, 1.030, -0.185], [4.383, -1.956, -1.845], [6.140, 0.675, -2.499], [2.384, -3.717, 4.474], [-2.400, 1.528, -1.850], [4.382, -0.549, -1.283], [-1.771, 4.154, -0.726], [1.330, -1.135, 2.696], [2.180, -1.958, 1.770], [0.526, 7.740, -0.493], [-5.198, -5.003, -0.306], [2.000, 5.928, -1.274], [-5.638, -7.187, 0.747], [1.190, -0.147, 2.252], [3.615, 0.085, -1.735], [-6.061, -6.609, 2.780], [0.358, -1.618, 2.815], [4.625, -1.964, -2.911], [2.689, -3.804, 5.520], [-4.853, -7.647, 0.139], [4.317, 0.340, -3.654], [5.141, -2.566, -1.345], [-6.507, -7.848, 0.678], [2.234, 6.496, -2.179], [-3.403, -6.183, 0.091], [-5.888, 1.520, -1.668], [2.279, -4.721, 4.053], [4.156, -0.592, -0.215], [2.085, 9.021, 0.184], [-1.919, 5.194, -0.237], [-1.607, 1.181, -2.630], [5.461, 1.460, -4.347], [5.822, -0.285, -4.371], [-3.182, -4.781, -0.924], [1.777, -0.969, 3.675], [1.395, -3.256, 4.441], [-4.719, -0.273, -1.224], [3.420, 6.873, 0.070], [-5.314, 1.697, 1.225], [-4.321, 2.559, -0.107], [-3.450, -4.560, 0.823], [2.897, 5.276, 0.574], [4.368, -3.424, 3.729], [0.349, 1.871, 0.579], [2.350, 8.434, -1.476], [1.763, 4.912, -1.601], [4.044, 5.444, -0.774], [-2.509, -0.792, -1.435], [-4.548, -0.516, 0.597], [3.559, -1.915, 4.095], [1.521, 0.980, -0.732], [-3.445, 1.554, -2.356], [-4.980, -8.012, 2.630], [-4.385, -6.372, 2.320], [1.133, 9.650, -1.185], [-0.082, -0.909, -1.070], [3.406, -2.426, -1.709]],
  "mulliken_charge": [-0.38, 0.83, -0.54, -0.40, -0.60, -0.39, -0.38, -0.37, -0.58, -0.60, -0.30, -0.56, -1.00, -1.03, -0.26, -0.04, -0.91, -0.04, -0.85, -0.41, -0.84, -0.69, -0.69, -1.00, 0.71, -0.97, -0.78, 0.08, -0.28, -0.55, 0.69, 0.79, 0.69, -0.42, -0.41, 0.03, 0.17, 0.29, -0.01, 0.36, 0.36, 0.37, 0.30, 0.29, 0.29, 0.34, 0.32, 0.33, 0.30, 0.10, 0.25, 0.28, 0.45, 0.29, 0.23, 0.30, 0.39, 0.27, 0.34, 0.28, 0.26, 0.04, 0.05, 0.31, 0.31, 0.36, 0.32, 0.36, 0.36, 0.10, 0.24, 0.36, -0.22, 0.34, 0.34, 0.26, 0.30, 0.23, 0.30],
  "gap_ha": 0.257,
  "homo_ev": -4.716,
  "spin_multiplicity": 1,
  "charge": -1
}

=====

Entry 3:
{
  "formula": "C4H13N3O",
  "method": "ωB97M-V/def2-TZVPD",
  "species": ["O", "N", "N", "N", "C", "C", "C", "C", "H", "H", "H", "H", "H", "H", "H", "H", "H", "H", "H", "H", "H"],
  "positions_angstrom": [[2.565, 1.715, 1.847], [-1.014, -0.312, -0.203], [0.028, -0.510, -1.152], [-0.546, -0.500, 1.108], [-0.108, 0.362, -2.306], [-2.171, -1.161, -0.433], [0.134, 0.578, 1.693], [1.820, 0.789, 1.101], [0.079, -1.490, -1.442], [-2.932, -0.917, 0.304], [-1.012, 0.180, -2.901], [1.861, 1.091, 0.057], [-1.928, -2.234, -0.357], [-0.086, -1.409, 1.230], [2.521, 1.473, 2.778], [0.762, 0.217, -2.947], [0.272, 0.401, 2.763], [-2.565, -0.963, -1.430], [-0.127, 1.392, -1.955], [0.219, 1.524, 1.076], [2.228, -0.226, 1.168]],
  "nbo_charge": [-0.72, -0.14, -0.49, -0.48, -0.41, -0.43, -0.29, -0.09, 0.33, 0.22, 0.17, 0.18, 0.16, 0.33, 0.46, 0.20, 0.20, 0.20, 0.20, 0.27, 0.14],
  "gap_ha": 0.327,
  "homo_ev": -7.908,
  "spin_multiplicity": 1,
  "de_lowest_kcal_mol": 120.51
}

=====

Entry 4:
{
  "formula": "H16O8",
  "method": "ωB97M-V/def2-TZVPD",
  "species": ["O", "O", "O", "O", "O", "O", "O", "O", "H", "H", "H", "H", "H", "H", "H", "H", "H", "H", "H", "H", "H", "H", "H", "H"],
  "positions_angstrom": [[2.187, 1.709, -0.770], [2.148, -0.915, -1.879], [-0.173, -0.329, -0.086], [2.470, -0.550, 1.146], [-0.549, 2.266, 0.358], [-2.976, 1.261, 1.385], [-1.792, -1.143, -2.236], [-1.432, -0.776, 2.528], [2.048, 0.833, -1.131], [-2.741, -1.230, -2.320], [2.736, -1.494, -2.365], [-0.319, 1.364, 0.134], [-2.526, 0.560, 1.856], [1.890, -1.288, 1.334], [2.244, 1.572, 0.176], [-2.273, 1.838, 1.085], [-0.841, -0.470, -0.757], [-1.683, -1.684, 2.699], [-0.552, -0.698, 2.896], [1.341, -1.420, -1.782], [-0.421, -0.920, 0.626], [-1.551, -0.492, -2.895], [-0.142, 2.795, -0.329], [2.906, -0.789, 0.328]],
  "nbo_charge": [-0.97, -0.96, -0.98, -0.94, -0.99, -0.99, -0.95, -0.95, 0.49, 0.49, 0.48, 0.49, 0.47, 0.46, 0.48, 0.49, 0.50, 0.48, 0.48, 0.49, 0.48, 0.48, 0.48, 0.48],
  "gap_ha": 0.360,
  "homo_ev": -9.912,
  "spin_multiplicity": 1,
  "de_lowest_kcal_mol": 42.94
}

=====

Entry 5:
{
  "formula": "C24H16BrCl5N4O2PdS",
  "method": "ωB97M-V/def2-TZVPD",
  "species": ["Pd", "Br", "Cl", "Cl", "Cl", "Cl", "Cl", "S", "O", "O", "N", "N", "N", "N", "C", "C", "C", "C", "C", "C", "C", "C", "C", "C", "C", "C", "C", "C", "C", "C", "C", "C", "C", "C", "C", "C", "C", "C", "H", "H", "H", "H", "H", "H", "H", "H", "H", "H", "H", "H", "H", "H", "H", "H"],
  "positions_angstrom": [[-0.528, 0.361, -0.865], [-2.264, -1.598, -1.580], [0.352, 0.564, -3.252], [2.301, 0.496, 1.590], [3.279, 0.992, -4.536], [5.203, 1.156, 0.524], [5.694, 1.332, -2.549], [-1.741, 1.403, 6.288], [-0.088, 4.503, -1.199], [0.098, 2.400, -0.451], [0.346, -0.172, 5.986], [-2.383, 1.852, -1.248], [0.340, -2.064, -1.015], [-1.119, 0.310, 1.201], [-0.524, 3.404, -0.982], [3.062, 0.889, -2.851], [-0.643, 0.527, 5.422], [-1.240, 1.554, 3.219], [3.913, 0.929, -0.565], [1.482, -2.749, -0.910], [-1.390, 1.445, 1.855], [-2.899, 4.161, -1.498], [-4.237, 3.839, -1.675], [0.480, -4.691, -1.847], [-0.781, 0.457, 3.948], [-3.666, 1.533, -1.428], [-0.717, -4.000, -1.951], [-0.490, -0.718, 3.246], [1.810, 0.651, -2.317], [-0.711, -2.694, -1.516], [1.611, -4.075, -1.309], [4.131, 1.025, -1.951], [1.608, 0.470, -0.978], [-2.015, 3.119, -1.276], [2.632, 0.641, -0.083], [-0.671, -0.752, 1.881], [2.906, -4.813, -1.173], [-4.628, 2.508, -1.635], [-5.660, 2.215, -1.764], [-1.757, 2.280, 1.276], [-1.614, -4.452, -2.348], [-4.969, 4.617, -1.845], [-1.472, 2.488, 3.710], [0.537, -5.719, -2.183], [2.319, -2.205, -0.486], [-3.948, 0.489, -1.404], [0.456, -0.158, 6.988], [3.464, -4.769, -2.110], [2.726, -5.864, -0.954], [-0.490, -1.663, 1.328], [-2.529, 5.175, -1.534], [3.530, -4.387, -0.389], [1.058, -0.632, 5.443], [-0.162, -1.613, 3.754]],
  "nbo_charge": [1.13, 0.16, 0.22, 0.07, 0.15, 0.15, 0.15, 0.01, -0.49, -0.59, -0.74, -0.54, -0.51, -0.37, 0.74, -0.08, 0.03, -0.19, -0.10, 0.05, 0.07, -0.19, -0.12, -0.11, 0.01, 0.04, -0.24, -0.19, -0.16, 0.13, 0.00, -0.06, 0.11, 0.07, -0.05, 0.05, -0.64, -0.21, 0.25, 0.24, 0.26, 0.25, 0.28, 0.25, 0.22, 0.20, 0.44, 0.25, 0.25, 0.23, 0.27, 0.23, 0.40, 0.25],
  "gap_ha": [0.131, 0.131],
  "homo_ev": [-13.388, -13.388],
  "spin_multiplicity": 1,
  "de_lowest_kcal_mol": 92.29,
  "charge": 2
}

=====

Entry 6:
{
  "formula": "ClH2NO2Si",
  "method": "ωB97M-V/def2-TZVPD",
  "species": ["Cl", "Si", "O", "O", "N", "H", "H"],
  "positions_angstrom": [[0.092, -1.029, -2.028], [0.427, 0.330, -0.619], [0.063, -1.275, 1.562], [-1.615, 0.074, 1.324], [-0.504, -0.330, 1.009], [1.815, 0.698, 0.057], [-0.278, 1.533, -1.305]],
  "lowdin_spin": [0.04, 0.11, 0.63, 0.61, 0.59, 0.01, 0.00],
  "gap_ha": [0.287, 0.252],
  "homo_ev": [-7.484, -10.181],
  "spin_multiplicity": 3,
  "de_lowest_kcal_mol": 59.03
}